No. 1
The following is a DFT calculation (the ωB97M-V functional and the def2-TZVPD basis) of a structure of composition C23H20BCl2KN7O2 at a distorted geometry.

Atoms and positions in Å:
K  0.473  -1.484  1.692
C  3.400  0.070  -1.735
C  2.995  -0.014  -0.391
N  2.164  -1.033  -0.194
N  2.002  -1.613  -1.405
C  2.739  -0.979  -2.339
B  1.146  -2.896  -1.626
N  -0.370  -2.637  -1.393
C  -1.324  -2.538  -2.339
C  -2.529  -2.281  -1.719
C  -2.200  -2.247  -0.351
N  -0.903  -2.462  -0.163
N  1.662  -4.053  -0.730
C  2.172  -5.227  -1.154
C  2.550  -5.959  -0.051
C  2.222  -5.122  1.031
N  1.689  -3.978  0.621
H  4.058  0.790  -2.194
H  3.260  0.625  0.441
H  2.733  -1.321  -3.362
H  1.283  -3.217  -2.788
H  -1.072  -2.652  -3.382
H  -3.492  -2.139  -2.181
H  -2.838  -2.066  0.502
H  2.228  -5.448  -2.208
H  2.991  -6.941  -0.030
H  2.346  -5.304  2.089
Cl  -0.791  0.818  -0.985
C  0.239  2.206  -0.948
C  0.971  2.497  -2.087
C  1.855  3.560  -2.080
C  2.003  4.330  -0.938
C  1.244  4.036  0.185
Cl  1.453  5.043  1.591
C  0.339  2.972  0.219
N  -0.394  2.682  1.386
C  -1.786  2.631  1.384
C  -2.537  3.226  0.369
C  -3.920  3.143  0.362
C  -4.587  2.478  1.381
C  -3.836  1.925  2.410
C  -2.448  1.993  2.445
C  -1.702  1.419  3.627
C  -0.748  0.262  3.305
O  -1.206  -0.901  3.376
O  0.438  0.577  2.966
H  0.869  1.856  -2.952
H  2.443  3.781  -2.962
H  2.698  5.158  -0.905
H  0.077  2.057  2.049
H  -2.023  3.737  -0.438
H  -4.475  3.590  -0.454
H  -5.666  2.390  1.379
H  -4.337  1.412  3.224
H  -2.437  1.041  4.336
H  -1.123  2.209  4.115

Values from the calculation:
charge = -1
frontier orbital gap = 7.66 eV
relative energy (zero: lowest compared OMol25 entry of this formula, charge and spin) = 10.4 kcal per mole
LUMO energy = 2.571 eV
calculated total energy = -2967.662018 hartree

=====

No. 2
The following is a DFT calculation (the ωB97M-V functional and the def2-TZVPD basis) of a structure of composition C23H20BeGeNOS at a distorted geometry.

Atoms and positions in Å:
Be  -1.530  0.107  1.301
O  -2.345  -1.278  0.725
N  -3.357  -0.806  -0.100
C  -4.148  -1.722  -0.753
C  -5.206  -1.261  -1.616
C  -5.395  0.061  -1.763
C  -4.538  1.001  -1.056
C  -3.530  0.593  -0.234
S  -2.514  1.786  0.605
H  -3.929  -2.764  -0.580
H  -5.816  -1.994  -2.120
H  -6.172  0.461  -2.397
H  -4.721  2.058  -1.199
C  2.504  4.321  1.554
C  2.473  3.874  0.230
C  1.914  2.629  -0.077
C  1.382  1.827  0.943
C  1.416  2.280  2.269
C  1.976  3.524  2.573
Ge  0.606  0.107  0.545
C  1.562  -1.302  1.450
C  1.095  -2.620  1.362
C  1.778  -3.653  2.013
C  2.929  -3.371  2.754
C  3.398  -2.058  2.845
C  2.717  -1.024  2.195
C  0.568  -0.203  -1.358
C  1.260  -1.284  -1.924
C  1.223  -1.494  -3.306
C  0.495  -0.628  -4.127
C  -0.196  0.450  -3.567
C  -0.160  0.663  -2.185
H  2.938  5.285  1.789
H  2.883  4.491  -0.559
H  1.899  2.296  -1.105
H  1.008  1.669  3.065
H  2.000  3.871  3.598
H  0.204  -2.847  0.790
H  1.415  -4.670  1.943
H  3.458  -4.171  3.258
H  4.290  -1.840  3.418
H  3.094  -0.013  2.272
H  1.830  -1.961  -1.302
H  1.759  -2.328  -3.740
H  0.467  -0.792  -5.196
H  -0.759  1.121  -4.203
H  -0.698  1.500  -1.759
H  -1.530  0.107  2.728

Values from the calculation:
charge = -1
frontier orbital gap = 5.44 eV
relative energy (zero: lowest compared OMol25 entry of this formula, charge and spin) = 0.0 kcal per mole
LUMO energy = 2.702 eV
calculated total energy = -3508.317007 hartree

=====

No. 3
The following is a DFT calculation (the ωB97M-V functional and the def2-TZVPD basis) of a structure of composition C23H20BiN5PS3.

Atoms and positions in Å:
Bi  -0.404  -0.610  -1.750
N  1.735  3.479  -0.045
N  0.734  3.169  0.895
C  -0.403  2.547  0.610
N  -1.146  2.118  1.645
S  -0.913  2.301  -1.004
H  1.745  4.488  -0.161
H  1.424  3.085  -0.930
H  1.065  3.192  1.848
H  -0.935  2.393  2.591
H  -2.083  1.805  1.447
S  1.366  -0.173  -0.071
C  1.966  -1.794  0.252
C  2.849  -1.844  1.377
N  3.527  -1.877  2.305
C  1.648  -2.908  -0.433
S  0.557  -2.995  -1.797
C  2.210  -4.169  -0.048
N  2.623  -5.194  0.267
C  -5.165  -4.391  -2.152
C  -4.108  -3.838  -2.858
C  -3.219  -2.988  -2.216
C  -3.388  -2.687  -0.868
C  -4.460  -3.241  -0.164
C  -5.341  -4.093  -0.806
P  -2.267  -1.584  0.012
C  -3.316  -0.379  0.849
C  -3.918  0.619  0.081
C  -4.759  1.544  0.680
C  -4.999  1.478  2.047
C  -4.410  0.480  2.813
C  -3.570  -0.451  2.217
C  -1.368  -2.519  1.246
C  -0.624  -1.833  2.209
C  0.184  -2.539  3.084
C  0.262  -3.924  2.992
C  -0.475  -4.607  2.035
C  -1.290  -3.908  1.156
H  -5.856  -5.056  -2.652
H  -3.971  -4.067  -3.906
H  -2.396  -2.575  -2.786
H  -4.606  -3.005  0.883
H  -6.170  -4.522  -0.258
H  -3.729  0.683  -0.984
H  -5.222  2.317  0.082
H  -5.652  2.203  2.514
H  -4.609  0.419  3.874
H  -3.113  -1.226  2.820
H  -0.667  -0.751  2.264
H  0.772  -2.012  3.822
H  0.911  -4.471  3.663
H  -0.399  -5.683  1.956
H  -1.848  -4.442  0.398

Values from the calculation:
charge = +1
frontier orbital gap = 7.64 eV
relative energy (zero: lowest compared OMol25 entry of this formula, charge and spin) = 1.8 kcal per mole
LUMO energy = -3.570 eV
calculated total energy = -2912.562830 hartree

=====

No. 4
The following is a DFT calculation (the ωB97M-V functional and the def2-TZVPD basis) of a structure of composition C23H20BrCoINS5.

Atoms and positions in Å:
Co  -0.195  -0.176  0.103
C  3.223  -5.043  1.138
C  3.970  -4.597  -0.128
C  5.331  -5.290  -0.163
C  3.167  -5.029  -1.363
C  4.094  -3.073  -0.118
C  5.326  -2.407  -0.125
C  5.396  -1.025  -0.100
C  4.214  -0.301  -0.071
S  3.993  1.418  -0.016
C  2.275  1.175  0.004
N  1.875  -0.067  -0.044
C  2.969  -0.940  -0.075
C  2.924  -2.328  -0.095
C  1.306  2.247  0.099
C  1.690  3.587  0.183
C  0.717  4.557  0.310
C  -0.618  4.163  0.352
C  -0.976  2.825  0.274
C  -0.027  1.799  0.137
H  3.145  -6.133  1.162
H  2.213  -4.632  1.170
H  3.750  -4.714  2.036
H  5.185  -6.372  -0.170
H  5.935  -5.042  0.713
H  5.898  -5.025  -1.058
H  3.090  -6.119  -1.397
H  3.654  -4.689  -2.280
H  2.156  -4.620  -1.345
H  6.249  -2.969  -0.145
H  6.355  -0.522  -0.094
H  1.964  -2.822  -0.076
H  2.738  3.868  0.155
H  0.987  5.604  0.377
H  -1.392  4.917  0.448
H  -2.029  2.575  0.318
S  -2.384  0.107  0.016
S  -3.326  -1.615  0.669
S  -2.196  -3.191  -0.068
S  -0.259  -2.438  -0.200
Br  1.352  -1.544  6.274
C  0.118  -0.136  5.985
C  -0.370  0.526  7.105
C  -1.266  1.570  6.956
C  -1.669  1.956  5.685
C  -1.182  1.292  4.572
C  -0.284  0.234  4.709
I  0.311  -0.737  2.959
H  -0.044  0.213  8.088
H  -1.646  2.079  7.832
H  -2.369  2.771  5.555
H  -1.498  1.583  3.578

Values from the calculation:
charge = -1
frontier orbital gap (alpha / beta) = 5.58 / 5.56 eV
LUMO energy (alpha / beta) = 2.274 / 2.273 eV
calculated total energy = -7188.764363 hartree
multiplicity = 2

=====

No. 5
The following is a DFT calculation (the ωB97M-V functional and the def2-TZVPD basis) of a structure of composition C23H20ClCoNO3P at a distorted geometry.

Atoms and positions in Å:
C  1.233  -1.104  2.048
C  2.345  -0.438  1.618
C  1.991  0.936  1.296
H  3.348  -0.839  1.496
C  0.691  1.146  1.666
C  0.037  -0.167  2.100
H  -0.283  -0.110  3.147
H  1.121  -2.172  2.206
H  2.667  1.652  0.821
H  0.135  2.072  1.556
Co  -2.672  0.062  1.175
Cl  -2.620  1.832  -0.043
P  0.993  0.552  -2.238
C  1.859  2.159  -2.214
C  3.149  2.323  -2.738
H  3.638  1.481  -3.230
C  3.807  3.547  -2.624
H  4.821  3.636  -3.018
C  3.163  4.634  -2.027
H  3.690  5.585  -1.947
C  1.854  4.494  -1.549
H  1.343  5.360  -1.124
C  1.209  3.262  -1.615
H  0.204  3.134  -1.208
C  2.301  -0.661  -2.605
C  3.443  -0.710  -1.780
H  3.615  0.080  -1.044
C  4.354  -1.754  -1.901
H  5.233  -1.771  -1.258
C  4.140  -2.774  -2.834
H  4.843  -3.602  -2.908
C  3.022  -2.718  -3.670
H  2.863  -3.494  -4.416
C  2.102  -1.680  -3.555
H  1.229  -1.640  -4.206
C  -0.034  0.621  -3.748
C  0.399  1.351  -4.858
H  1.346  1.888  -4.807
C  -0.377  1.381  -6.017
H  -0.019  1.952  -6.875
C  -1.593  0.688  -6.062
H  -2.188  0.719  -6.978
C  -2.039  -0.033  -4.945
H  -2.986  -0.576  -4.993
C  -1.280  -0.051  -3.778
H  -1.636  -0.570  -2.887
O  -3.053  -2.493  3.682
N  -2.916  -1.368  3.247
O  -3.646  -1.056  2.156
O  -0.976  -0.596  1.232

Values from the calculation:
frontier orbital gap (alpha / beta) = 7.30 / 4.19 eV
relative energy (zero: lowest compared OMol25 entry of this formula, charge and spin) = 0.0 kcal per mole
LUMO energy (alpha / beta) = -0.803 / -3.874 eV
calculated total energy = -3353.043960 hartree
multiplicity = 5

=====

No. 6
The following is a DFT calculation (the ωB97M-V functional and the def2-TZVPD basis) of a structure of composition C23H20F2N3RuS at a distorted geometry.

Atoms and positions in Å:
Ru  0.195  0.000  -0.181
C  -0.932  -2.438  -3.743
C  -0.570  -3.712  -3.339
C  0.055  -3.866  -2.109
C  0.284  -2.764  -1.307
N  -0.106  -1.518  -1.684
C  -0.678  -1.384  -2.894
C  0.982  -2.866  -0.005
C  1.495  -4.062  0.469
C  2.189  -4.095  1.667
C  2.350  -2.911  2.367
C  1.812  -1.758  1.837
N  1.140  -1.707  0.675
H  -1.390  -2.251  -4.704
H  -0.745  -4.571  -3.974
H  0.366  -4.850  -1.796
H  -0.890  -0.387  -3.232
H  1.373  -4.973  -0.095
H  2.592  -5.027  2.042
H  2.878  -2.868  3.310
H  1.895  -0.841  2.388
F  4.109  2.475  2.528
C  3.017  2.583  1.807
C  2.423  1.443  1.347
C  1.233  1.514  0.580
C  0.724  2.834  0.256
C  1.367  3.950  0.773
F  0.912  5.164  0.516
C  2.512  3.870  1.555
C  -0.439  2.889  -0.632
C  -1.062  4.040  -1.101
C  -2.133  3.945  -1.981
C  -2.555  2.687  -2.371
C  -1.893  1.584  -1.866
N  -0.856  1.659  -1.024
H  2.956  0.539  1.577
H  3.004  4.760  1.930
H  -0.713  5.011  -0.797
H  -2.617  4.842  -2.344
H  -3.386  2.544  -3.048
H  -2.243  0.602  -2.123
C  -1.123  -0.553  3.007
S  -1.392  -0.251  1.259
C  -2.996  0.542  1.137
H  -1.815  -1.337  3.310
H  -1.306  0.372  3.554
H  -0.099  -0.884  3.136
H  -3.065  1.375  1.836
H  -3.729  -0.230  1.373
H  -3.130  0.880  0.115

Values from the calculation:
charge = +3
frontier orbital gap (alpha / beta) = 5.16 / 5.18 eV
LUMO energy (alpha / beta) = -12.788 / -12.771 eV
calculated total energy = -1744.502383 hartree

=====

No. 7
The following is a DFT calculation (the ωB97M-V functional and the def2-TZVPD basis) of a structure of composition C23H20FeN2O6 at a distorted geometry.

Atoms and positions in Å:
C  -2.485  -1.168  1.891
C  -1.178  -1.283  2.541
C  -0.273  -0.256  2.855
Fe  0.757  -0.270  1.080
C  0.610  1.551  1.119
O  0.309  2.668  1.183
C  -0.428  -0.012  -0.328
O  -1.107  0.191  -1.246
C  2.650  -0.491  1.764
C  2.578  0.082  0.445
C  1.907  -0.865  -0.413
C  1.576  -2.021  0.387
C  2.009  -1.775  1.728
H  -3.320  -1.553  2.489
H  -2.729  -0.146  1.599
H  -2.479  -1.751  0.963
H  -0.857  -2.314  2.759
H  -0.642  0.764  3.056
H  0.541  -0.524  3.566
H  3.154  -0.054  2.623
H  3.040  1.014  0.126
H  1.817  -0.790  -1.493
H  1.133  -2.947  0.025
H  1.942  -2.480  2.556
C  -3.450  1.039  3.900
C  -4.617  1.102  3.079
C  -4.567  1.658  1.750
C  -5.656  1.597  0.911
C  -6.848  0.977  1.351
N  -7.913  0.757  0.437
O  -8.940  0.168  0.844
O  -7.788  1.149  -0.746
C  -6.955  0.485  2.664
C  -5.864  0.540  3.503
C  -3.462  0.877  5.318
C  -4.569  1.302  6.124
C  -4.624  1.032  7.475
C  -3.575  0.312  8.079
N  -3.718  -0.163  9.410
O  -2.800  -0.863  9.895
O  -4.758  0.118  10.047
C  -2.417  -0.024  7.342
C  -2.338  0.306  6.004
H  -2.483  1.251  3.428
H  -3.661  2.175  1.424
H  -5.629  1.993  -0.099
H  -7.897  0.046  2.978
H  -5.964  0.157  4.516
H  -5.376  1.870  5.665
H  -5.467  1.336  8.085
H  -1.625  -0.555  7.857
H  -1.419  0.104  5.455

Values from the calculation:
charge = -2
frontier orbital gap (alpha / beta) = 3.55 / 4.50 eV
relative energy (zero: lowest compared OMol25 entry of this formula, charge and spin) = 29.5 kcal per mole
LUMO energy (alpha / beta) = 3.735 / 2.938 eV
calculated total energy = -2712.763843 hartree
multiplicity = 5

=====

No. 8
The following is a DFT calculation (the ωB97M-V functional and the def2-TZVPD basis) of a structure of composition C23H20FeN2O8 at a distorted geometry.

Atoms and positions in Å:
Fe  -1.041  -0.711  0.502
C  -4.673  -0.356  -1.182
O  -4.733  0.952  -1.721
C  -3.617  1.763  -1.670
C  -3.648  2.813  -2.568
C  -2.622  3.754  -2.616
C  -1.546  3.621  -1.771
C  -1.467  2.574  -0.843
C  -0.352  2.524  0.050
N  -0.153  1.523  0.840
N  0.765  1.491  1.805
C  0.550  0.451  2.626
O  -0.476  -0.304  2.520
C  1.492  0.207  3.711
C  1.232  -0.874  4.573
C  2.067  -1.156  5.628
C  3.190  -0.368  5.865
C  3.448  0.716  5.030
C  2.615  1.006  3.972
C  -2.547  1.618  -0.730
O  -2.592  0.730  0.192
H  -5.551  -0.871  -1.585
H  -3.764  -0.882  -1.476
H  -4.723  -0.341  -0.091
H  -4.499  2.889  -3.229
H  -2.679  4.577  -3.316
H  -0.735  4.343  -1.813
H  0.315  3.399  0.073
H  0.361  -1.475  4.366
H  1.856  -1.997  6.278
H  3.858  -0.604  6.684
H  4.325  1.329  5.222
H  2.810  1.845  3.321
O  0.810  -4.579  -0.121
C  0.574  -3.375  -0.208
O  -0.077  -2.678  0.607
C  1.254  -2.619  -1.413
C  1.939  -1.334  -0.916
C  2.937  -0.850  -1.995
C  1.976  -0.215  -3.018
C  0.618  -0.526  -2.361
O  0.910  -0.359  -0.981
C  0.319  -2.030  -2.498
C  -1.207  -2.307  -2.294
O  -1.742  -3.082  -3.084
O  -1.781  -1.655  -1.386
H  1.969  -3.327  -1.843
H  2.340  -1.387  0.096
H  3.501  -1.684  -2.415
H  3.633  -0.119  -1.579
H  2.059  -0.651  -4.014
H  2.121  0.864  -3.082
H  -0.199  0.137  -2.643
H  0.580  -2.404  -3.494

Values from the calculation:
charge = -2
frontier orbital gap (alpha / beta) = 6.08 / 6.16 eV
relative energy (zero: lowest compared OMol25 entry of this formula, charge and spin) = 7.8 kcal per mole
LUMO energy (alpha / beta) = 4.653 / 4.652 eV
calculated total energy = -2863.720633 hartree
multiplicity = 5